# 1
128
Properties=species:S:1:pos:R:3 method="wB97M-V/def2-TZVPD" smiles=COCCOC.COCCOC.COCCOC.COCCOC.COCCOC.COCCOC.ClCCCl.ClCCCl.ClCCCl.ClCCCl lumo_ev=0.2 de_lowest_kj_mol=164.6 mol_weight_g_mol=936.57
Cl -5.81600 -7.99190 -4.80011
C -6.24730 -9.41298 -5.82068
C -5.15711 -10.34885 -6.02475
Cl -3.72658 -9.53564 -6.79468
H -6.49941 -9.04145 -6.81391
H -7.13548 -9.94448 -5.47897
H -5.40180 -11.17354 -6.69417
H -4.83659 -10.77134 -5.07245
Cl -3.95825 -3.08202 -12.95054
C -3.14732 -4.09293 -11.70521
C -3.01368 -3.43410 -10.35349
Cl -4.56443 -3.31126 -9.46051
H -2.18708 -4.40308 -12.11733
H -3.66765 -5.03682 -11.54259
H -2.37056 -2.55969 -10.25395
H -2.44163 -4.06342 -9.67170
Cl -0.01807 6.13665 5.79010
C -0.94028 6.34164 4.29704
C -2.05658 5.27549 4.24450
Cl -3.35291 5.91015 5.17893
H -0.28545 6.18235 3.44035
H -1.33487 7.35664 4.34380
H -1.70752 4.36786 4.73691
H -2.51125 4.97075 3.30187
Cl 3.22135 -3.87490 -8.54265
C 3.07266 -4.31864 -6.84225
C 4.25391 -3.87654 -5.89871
Cl 4.27016 -2.11192 -5.70321
H 2.98987 -5.40359 -6.90650
H 2.20473 -3.87347 -6.35579
H 5.19488 -4.32284 -6.22042
H 4.10592 -4.22293 -4.87587
C 0.18537 4.21884 -7.55585
O -1.13102 4.73738 -7.41701
C -2.07504 3.75716 -6.98698
C -3.54242 4.25310 -7.15725
O -3.98558 4.46501 -8.48037
C -4.11249 3.34931 -9.29661
H 0.23494 3.16739 -7.83887
H 0.66863 4.35380 -6.58819
H 0.72310 4.76028 -8.33418
H -1.99851 3.62980 -5.90716
H -2.05434 2.77241 -7.45379
H -3.61122 5.21536 -6.64991
H -4.17785 3.54755 -6.62196
H -3.41699 3.34786 -10.13588
H -5.15890 3.40208 -9.59714
H -4.00630 2.40773 -8.75784
C 2.16198 0.54882 2.55302
O 1.14836 -0.21796 1.88846
C 1.35258 -0.33217 0.46785
C 0.18895 -1.16909 -0.11652
O -0.60054 -0.39346 -1.09106
C -1.60151 -1.20352 -1.61257
H 2.02775 0.46901 3.63178
H 2.11134 1.55490 2.13668
H 3.18123 0.17629 2.45081
H 2.30740 -0.81258 0.25426
H 1.35759 0.67100 0.04156
H -0.51177 -1.43677 0.67434
H 0.44658 -2.10957 -0.60356
H -1.40611 -2.03576 -2.28883
H -2.30373 -0.64039 -2.22729
H -2.23255 -1.59156 -0.81301
C -12.44915 1.00184 -3.23231
O -12.14122 -0.32022 -3.66804
C -10.79988 -0.67894 -3.48626
C -10.57073 -1.30417 -2.11408
O -10.61307 -0.37693 -1.03978
C -11.10707 -1.02788 0.10978
H -12.29202 1.25944 -2.18490
H -13.52384 1.15967 -3.32296
H -11.90304 1.74661 -3.81128
H -10.04270 0.06095 -3.74575
H -10.62825 -1.41457 -4.27207
H -9.62403 -1.84240 -2.06749
H -11.41366 -1.98952 -2.02550
H -11.22733 -0.36398 0.96585
H -10.43680 -1.85992 0.32549
H -12.11181 -1.45040 0.10106
C 1.73509 -12.11549 4.30168
O 0.56785 -11.31655 4.03949
C 0.75410 -9.94321 3.92598
C -0.50478 -9.21291 3.40655
O -0.43852 -8.98735 2.02795
C -1.38518 -8.08600 1.55226
H 2.26625 -11.80224 5.20048
H 2.41202 -12.23724 3.45606
H 1.43040 -13.13322 4.54555
H 1.53953 -9.78418 3.18711
H 1.11930 -9.49284 4.84897
H -0.43233 -8.26850 3.94591
H -1.42739 -9.71860 3.69143
H -2.42083 -8.42351 1.51202
H -1.06951 -7.71453 0.57735
H -1.41944 -7.15823 2.12337
C 6.83915 7.14390 11.84342
O 6.22858 5.97863 11.45295
C 6.90178 5.23530 10.42756
C 6.13599 3.91788 10.19844
O 6.22709 3.06037 11.30823
C 6.33155 1.70907 10.84997
H 6.39816 7.35994 12.81653
H 6.85103 8.00109 11.17023
H 7.91402 6.99328 11.94368
H 7.92473 4.93918 10.65988
H 6.97022 5.87626 9.54859
H 6.70091 3.48468 9.37304
H 5.08160 4.03928 9.95015
H 5.71334 1.43644 9.99464
H 5.99483 1.04224 11.64374
H 7.28737 1.37222 10.44867
C 10.56880 9.94018 5.57900
O 10.23287 8.70054 6.15424
C 10.73541 7.59919 5.50083
C 10.03248 7.34419 4.15174
O 8.66787 6.99021 4.25939
C 7.79949 8.12936 4.41034
H 11.64518 10.10070 5.51776
H 10.16718 10.71691 6.22977
H 10.06327 10.18487 4.64484
H 10.53936 6.69995 6.08483
H 11.81897 7.64868 5.39346
H 10.52455 6.52869 3.62172
H 10.19906 8.20428 3.50319
H 6.77401 7.75990 4.41148
H 7.84786 8.89404 3.63508
H 7.93668 8.56812 5.39866

=====

# 2
79
Properties=species:S:1:pos:R:3 method="wB97M-V/def2-TZVPD" lumo_ev="-3.6 / -3.6" mol_weight_g_mol=679.63 charge=+1 spin_multiplicity=4
V 0.65178 -0.40749 0.81840
C 5.93614 -1.12258 0.35612
C 5.44532 -2.42252 0.34418
C 4.08628 -2.67193 0.24646
C 3.19056 -1.60876 0.15149
C 3.68526 -0.30467 0.13980
C 5.04640 -0.06454 0.25236
N 1.78238 -1.78468 0.09185
N 1.41182 -3.05365 -0.15246
C -1.04580 -2.69447 -0.03228
C -2.28277 -3.40463 0.22568
C -3.53968 -2.94248 0.07240
C -3.94920 -1.65412 -0.42819
C -3.19663 -0.53653 -0.47974
N -1.91499 -0.34621 -0.00426
H 6.99885 -0.93706 0.43610
H 6.13182 -3.25653 0.41706
H 3.70213 -3.68073 0.24078
H 3.00508 0.53218 0.00296
H 5.41493 0.95374 0.24058
H -2.17717 -4.41995 0.59215
H -4.34215 -3.63153 0.31109
H -4.98428 -1.56180 -0.73678
H -3.66023 0.37094 -0.85173
C 1.79550 6.14110 4.53754
C 0.40068 5.62628 4.21786
N 0.41244 4.58242 3.18169
C 0.39622 3.29675 3.55890
C 0.46544 2.21333 2.72407
C 0.43844 0.86270 3.44663
O 0.32811 0.88257 4.65305
O 0.54924 -0.21091 2.72895
C 0.56604 2.45131 1.32795
O 0.64396 1.57445 0.42489
C 0.58690 3.85076 0.90695
C 0.66551 4.14500 -0.45662
C 0.67574 5.44393 -0.86852
F 0.69970 5.71826 -2.18937
C 0.63902 6.51129 0.03875
C 0.56096 6.22299 1.38511
C 0.51517 4.89626 1.83675
N 0.65949 7.87750 -0.37195
C -0.63678 8.53351 -0.43090
C -0.44633 10.03624 -0.35804
N 0.47183 10.46992 -1.47193
C 1.78354 9.72456 -1.44793
C 1.49180 8.23831 -1.50843
H 1.73649 6.91240 5.30495
H 2.28512 6.56398 3.65984
H 2.42006 5.33192 4.91571
H -0.26627 6.42588 3.89778
H -0.04874 5.18101 5.10242
H 0.32130 3.09616 4.62137
H 0.69065 3.33864 -1.17720
H 0.56431 7.05091 2.07944
H -1.24932 8.22430 0.41385
H -1.18828 8.27245 -1.34940
H 0.03631 10.32287 0.57418
H -1.38490 10.57498 -0.47206
H 0.63483 11.47594 -1.42267
H 0.01159 10.29097 -2.36803
H 2.28652 9.99550 -0.52194
H 2.36816 10.05981 -2.30238
H 2.43563 7.69754 -1.46311
H 1.02486 7.99972 -2.47382
N -0.18227 -10.14198 -1.71802
C -0.12830 -9.02300 -1.46220
C -0.06139 -7.61983 -1.14026
C -0.81531 -6.70345 -1.86963
C -0.75167 -5.35891 -1.55344
C 0.06345 -4.90833 -0.51552
C 0.81563 -5.83318 0.20242
C 0.75587 -7.18138 -0.10234
C 0.16774 -3.45188 -0.20259
C -1.00465 -1.27595 0.14236
H -1.43983 -7.05086 -2.68159
H -1.33257 -4.64477 -2.12364
H 1.45196 -5.48412 1.00486
H 1.33647 -7.89956 0.46066

=====

# 3
8
Properties=species:S:1:pos:R:3 method="wB97M-V/def2-TZVPD" smiles="O=[SiH2].O=NO" lumo_ev=-0.6 de_lowest_kj_mol=166.9 mol_weight_g_mol=93.11
N -1.39683 -0.32501 0.00093
O -2.34043 -1.03781 0.22272
O -1.54761 0.98745 0.04322
O 1.02361 1.25642 0.02426
Si 1.41494 -0.20242 -0.00625
H -0.58511 1.41800 -0.23539
H 2.20559 -0.86682 -1.20455
H 1.22582 -1.22979 1.15506

=====

# 4
11
Properties=species:S:1:pos:R:3 method="wB97M-V/def2-TZVPD" smiles="S=C(S)[C@H]1CN1" lumo_ev=-0.5 de_lowest_kj_mol=178.1 mol_weight_g_mol=119.21
C -0.36285 -0.85589 0.81225
C -0.13014 -0.09815 -0.46249
C 0.60944 1.17336 -0.43018
H -2.60675 -0.29454 0.47092
H -0.71143 -0.32225 -1.31523
H 0.30038 1.90131 -1.15321
H 0.96912 1.54214 0.51981
H 1.90326 -0.47328 -0.37930
N 1.26650 0.05032 -1.01178
S -2.02359 -1.34829 1.05200
S 0.78605 -1.27474 1.89722